[1]
Here is a cluster of 2 separate species, C3H4N2O2 in total from the OMol25 dataset. Energies are from ωB97M-V with the def2-TZVPD basis set.

Charge   0
LUMO   -1.29 eV
SMILES string   O=C1N=CC=N1.O

Geometry (Å):
O (-1.2589, -1.1706, 1.3816)
C (-0.7611, -0.9422, 0.3354)
N (-1.1272, 0.1284, -0.6388)
C (-0.1850, 0.1302, -1.4776)
C (0.8132, -0.9404, -1.1399)
N (0.4873, -1.4701, -0.0378)
H (-0.1395, 0.8999, -2.2109)
H (1.6933, -1.0802, -1.7715)
O (0.3481, 1.1628, 1.6692)
H (-0.6222, 1.3565, 1.9021)
H (0.7520, 1.9257, 1.9882)

Forces on the atoms, in the same order (eV/Å):
O -1.0 -0.1 -0.2
C 0.6 1.7 0.0
N -1.1 -0.3 0.6
C -0.6 -0.2 0.7
C 0.0 0.9 -0.2
N 1.7 -1.9 -0.9
H 0.2 0.2 -0.8
H 0.0 -0.5 0.7
O -3.4 -1.1 -0.1
H 2.0 -0.8 -0.6
H 1.5 2.0 0.8

[2]
Here is the molecule C3H4N2O2 from the OMol25 dataset. Energies are from ωB97M-V with the def2-TZVPD basis set.

Charge   0
LUMO   0.76 eV
SMILES string   CN1C(=O)N1C=O

Geometry (Å):
C (-1.5988, -0.4599, 0.1106)
N (-0.3567, 0.2460, 0.2782)
C (0.1845, 1.3846, -0.0802)
O (0.2927, 2.5593, 0.0482)
N (0.7498, 0.1794, -0.7292)
C (1.8680, -0.4780, -0.1121)
O (1.8725, -0.8854, 1.0159)
H (-1.9004, -0.5469, -0.9388)
H (-1.4556, -1.4510, 0.5443)
H (-2.3523, 0.0823, 0.6842)
H (2.6962, -0.6304, -0.8211)

Forces on the atoms, in the same order (eV/Å):
C -0.2 -0.1 0.0
N -0.1 0.2 0.4
C 0.1 0.4 0.1
O 0.0 -0.8 -0.4
N 0.2 0.0 0.0
C 0.1 -0.1 0.4
O 0.0 0.0 -0.6
H 0.1 0.1 0.1
H -0.2 0.1 -0.1
H 0.0 -0.1 -0.1
H 0.0 0.2 0.1

HOMO energy (eV)
-10.528, -10.347
F_max (Eh/bohr)
0.0693, 0.0167
ΔE to the lowest compared entry with this formula, charge and spin (kJ/mol)
284.3, 389.3